(1)
The molecule C10H20O3. Source: the Open Molecules 2025 dataset; level of theory: ωB97M-V/def2-TZVPD.

Computed properties:
Kohn-Sham gap: 10.831 eV
HOMO: -10.08 eV
E_tot: -618.7772 Eh
Spin multiplicity: 1
M: 188.3 g/mol
Structure (SMILES): CCCCC[C@H](O)CCCC(=O)O
Energy relative to the best compared isomer or geometry (same formula, charge and spin): 0.095 eV

Last column: Mulliken charge in e.
Element x y z (Å)
1 C -3.8943 -2.2744 0.7039  -1.299
2 C -3.4375 -1.2484 -0.3258  -0.408
3 C -2.4361 -0.2582 0.2655  -0.441
4 C -1.9639 0.7571 -0.7726  -0.736
5 C -1.0988 1.8735 -0.1881  -0.935
6 C 0.2007 1.4226 0.4965  0.047
7 O 0.8097 2.5224 1.1411  -0.599
8 C 1.1713 0.7506 -0.4837  -0.620
9 C 2.4534 0.3087 0.2172  -0.778
10 C 3.4535 -0.2987 -0.7740  -0.396
11 C 4.7099 -0.6912 -0.0437  0.431
12 O 5.7389 -0.0719 -0.0328  -0.563
13 O 4.5520 -1.8327 0.6405  -0.446
14 H -3.0464 -2.8460 1.0752  0.325
15 H -4.6089 -2.9666 0.2648  0.392
16 H -4.3692 -1.7805 1.5488  0.319
17 H -4.3054 -0.7030 -0.7037  0.322
18 H -2.9777 -1.7638 -1.1725  0.330
19 H -2.9017 0.2698 1.1005  0.302
20 H -1.5816 -0.8126 0.6571  0.270
21 H -2.8408 1.2209 -1.2318  0.452
22 H -1.4217 0.2401 -1.5667  0.273
23 H -0.8396 2.5735 -0.9892  0.403
24 H -1.6817 2.4237 0.5546  0.291
25 H -0.0296 0.7318 1.3130  0.291
26 H 1.0364 3.1798 0.4726  0.411
27 H 1.4154 1.4569 -1.2827  0.294
28 H 0.6859 -0.1152 -0.9335  0.342
29 H 2.2113 -0.4313 0.9822  0.321
30 H 2.9070 1.1682 0.7140  0.362
31 H 3.7105 0.4290 -1.5439  0.370
32 H 3.0187 -1.1865 -1.2345  0.336
33 H 5.3604 -2.0476 1.1317  0.337

(2)
A cluster of 4 separate species, C10H20O8S2 in total. Source: the Open Molecules 2025 dataset; level of theory: ωB97M-V/def2-TZVPD.

Computed properties:
Kohn-Sham gap: 9.127 eV
HOMO: -8.74 eV
E_tot: -1791.2173 Eh
Spin multiplicity: 1
M: 332.4 g/mol
Energy relative to the best compared isomer or geometry (same formula, charge and spin): 0.000 eV

Last column: Mulliken charge in e.
Element x y z (Å)
1 C 4.6840 -1.0065 3.6469  -1.016
2 S 3.3129 -0.2597 2.7704  0.580
3 O 3.9411 0.5689 1.7125  -0.625
4 C 2.6247 -1.7750 1.9705  -0.777
5 H 4.3296 -1.6628 4.4418  0.371
6 H 5.1841 -0.1635 4.1238  0.333
7 H 5.3966 -1.4532 2.9535  0.306
8 H 2.5645 -2.5413 2.7433  0.422
9 H 3.1868 -1.9469 1.0525  0.305
10 H 1.6391 -1.4513 1.6361  0.116
11 C -3.8169 -2.4238 -5.0882  -0.814
12 S -2.1281 -2.5336 -4.5001  0.441
13 O -1.4020 -1.4085 -5.2365  -0.619
14 C -2.4028 -1.9450 -2.8518  -0.667
15 H -4.3617 -2.7722 -4.2108  0.284
16 H -4.0076 -3.0380 -5.9683  0.323
17 H -3.9316 -1.3703 -5.3433  0.283
18 H -2.9904 -2.5561 -2.1666  0.443
19 H -2.9015 -0.9759 -2.8620  0.350
20 H -1.3907 -1.7052 -2.5259  -0.026
21 C -0.7559 2.4304 3.0436  -0.328
22 C -2.0074 2.9089 2.2990  -0.377
23 O -2.0322 1.8551 1.3781  -0.326
24 C -1.5998 0.7348 2.0073  0.769
25 O -1.7242 -0.3815 1.5390  -0.600
26 O -0.8072 1.1050 2.9203  -0.280
27 H -0.7637 2.7403 4.0886  0.353
28 H 0.1436 2.9146 2.6634  0.293
29 H -1.7445 3.8264 1.7724  0.261
30 H -2.9688 3.1059 2.7735  0.265
31 C 0.6040 0.1706 -1.2750  -0.351
32 C 1.3030 1.0895 -0.2984  0.481
33 O 0.9941 2.2947 -0.8519  -0.400
34 C -0.0296 2.2787 -1.7089  0.662
35 O -0.6102 3.2918 -2.1961  -0.633
36 O -0.2304 1.0095 -2.0429  -0.261
37 H 0.0542 -0.6767 -0.8654  0.306
38 H 1.3438 -0.1876 -1.9909  0.380
39 H 2.3581 0.8165 -0.2838  0.247
40 H 0.9431 1.0931 0.7304  -0.477

(3)
A cluster of 2 separate species, C10H21BFO6S in total. Source: the Open Molecules 2025 dataset; level of theory: ωB97M-V/def2-TZVPD.

Computed properties:
Total charge: -1
Kohn-Sham gap: 6.754 eV
HOMO: -4.19 eV
E_tot: -1368.0609 Eh
Spin multiplicity: 1
M: 299.1 g/mol

Last column: Mulliken charge in e.
Element x y z (Å)
1 O 4.9575 -1.7867 0.1407  -0.579
2 S 5.3431 -0.4148 0.1154  1.334
3 O 6.5254 -0.0203 -0.5924  -0.652
4 O 5.5831 0.0287 1.6526  -0.507
5 C 3.9879 0.6523 -0.3875  -0.896
6 C 2.9660 0.0078 -1.3329  -0.928
7 C 1.5479 0.4959 -1.0121  -1.002
8 C 0.8661 -0.3810 0.0210  0.585
9 O 0.7871 -1.6926 -0.4185  -0.870
10 B -0.2620 -2.3678 0.4490  1.214
11 O -0.9550 -1.1964 1.1159  -0.943
12 C -0.5831 -0.0544 0.3984  0.502
13 C -0.8070 1.1933 1.2489  -1.224
14 C -0.9929 2.4340 0.4107  -0.038
15 F -0.9991 3.5841 1.2239  -0.386
16 H 4.9290 0.6769 1.9379  0.404
17 H 4.5070 1.4963 -0.8430  0.337
18 H 3.4743 1.0029 0.5108  0.526
19 H 3.0004 -1.0795 -1.2391  0.588
20 H 3.2258 0.2624 -2.3619  0.393
21 H 0.9474 0.5246 -1.9259  0.473
22 H 1.6024 1.5224 -0.6255  0.247
23 H 1.4353 -0.3201 0.9820  -0.181
24 H 0.2449 -3.0715 1.3237  -0.335
25 H -1.0259 -3.0182 -0.2747  -0.349
26 H -1.1751 0.0177 -0.5381  0.040
27 H -1.6985 1.0335 1.8583  0.510
28 H 0.0280 1.3250 1.9470  0.351
29 H -0.1943 2.5691 -0.3200  0.211
30 H -1.9469 2.4191 -0.1224  0.155
31 C -4.0869 0.0045 0.7223  -0.790
32 C -4.2472 -0.2008 -0.7588  0.920
33 O -3.6754 0.4852 -1.5737  -0.560
34 C -5.1309 -1.3517 -1.1810  -1.264
35 H -3.4520 0.8637 0.9093  -0.064
36 H -5.0638 0.1515 1.1902  0.523
37 H -3.6241 -0.8798 1.1658  0.287
38 H -6.1400 -1.2176 -0.7844  0.333
39 H -4.7370 -2.2813 -0.7660  0.305
40 H -5.1616 -1.4166 -2.2658  0.330

(4)
A structure of composition C10H21ClFeNO2P2. Source: the Open Molecules 2025 dataset; level of theory: ωB97M-V/def2-TZVPD.

Computed properties:
Total charge: +2
Kohn-Sham gap (alpha / beta): 8.598 / 5.237 eV
HOMO (alpha / beta): -16.41 / -16.65 eV
E_tot: -3004.7279 Eh
Spin multiplicity: 6
M: 340.5 g/mol

Last column: Mulliken charge in e.
Element x y z (Å)
1 C 0.3092 -0.1490 -6.3360  -1.044
2 C 0.2566 0.2194 -4.8722  0.808
3 H 1.3646 -0.1842 -6.6788  0.315
4 H -0.2029 0.5795 -6.9846  0.314
5 H -0.1345 -1.1308 -6.5369  0.344
6 O 1.2055 0.6174 -4.2375  -0.466
7 Cl -1.3252 0.0453 -4.0811  -0.215
8 Fe 0.0121 -0.0036 -0.1338  -0.739
9 P -0.1904 2.1338 -0.1750  1.356
10 C 1.0642 3.2232 0.5881  -1.239
11 C -0.1894 2.5681 -1.9341  -1.179
12 H -0.3172 3.6473 -2.0377  0.471
13 H -1.8676 3.8247 0.3095  0.421
14 H -1.0006 2.0327 -2.4375  0.299
15 H -2.5885 2.2090 -0.0233  0.407
16 H 2.0592 2.9543 0.2081  0.438
17 H 0.7369 2.2320 -2.4078  0.341
18 C -1.7730 2.7460 0.4746  -1.248
19 H 0.8290 4.2711 0.3645  0.449
20 H -1.8102 2.5127 1.5415  0.464
21 H 1.0458 3.0513 1.6717  0.397
22 P 0.0054 -2.1334 0.0946  1.313
23 C 1.3340 -2.9986 1.0176  -1.227
24 C -1.5156 -2.8131 0.8419  -1.251
25 H -0.7364 -2.3758 -2.1893  0.381
26 H -0.0600 -3.9141 -1.5450  0.426
27 H 1.0175 -2.5702 -2.0461  0.370
28 C 0.0591 -2.8282 -1.5872  -1.214
29 H -2.3796 -2.4270 0.2868  0.411
30 H -1.5105 -3.9081 0.8232  0.424
31 H 1.2072 -4.0862 0.9462  0.434
32 H 1.2813 -2.6841 2.0677  0.397
33 H -1.5797 -2.4452 1.8697  0.457
34 H 2.3112 -2.6964 0.6156  0.429
35 C 1.7762 0.1162 0.2159  0.411
36 O 2.9050 0.1806 0.5056  -0.183
37 N -1.0396 0.1241 2.7659  -0.394
38 C -0.5591 0.0592 1.6843  0.122

(5)
A structure of composition C10H21ClNO2P2PdS. Source: the Open Molecules 2025 dataset; level of theory: ωB97M-V/def2-TZVPD.

Computed properties:
Total charge: +3
Kohn-Sham gap (alpha / beta): 8.277 / 4.472 eV
HOMO (alpha / beta): -19.07 / -19.05 eV
E_tot: -2266.6242 Eh
Spin multiplicity: 5
M: 423.2 g/mol

Last column: Mulliken charge in e.
Element x y z (Å)
1 C 3.6815 4.4464 -2.1555  -1.078
2 C 2.5703 3.5616 -1.7039  0.834
3 H 3.6505 5.3651 -1.5701  0.343
4 H 3.5551 4.7069 -3.2106  0.330
5 H 4.6456 3.9551 -1.9977  0.367
6 O 1.6276 3.8423 -0.9948  -0.489
7 Cl 2.7656 1.8997 -2.3500  -0.219
8 Pd -0.0463 0.4578 0.2698  -0.106
9 P -1.3261 0.7511 -1.5921  1.354
10 C -2.9220 1.2858 -0.9080  -1.324
11 C -0.7214 2.1437 -2.5715  -1.023
12 H -1.4623 2.4751 -3.3083  0.479
13 H -2.4401 -0.3535 -3.4441  0.435
14 H 0.2039 1.8446 -3.0742  0.320
15 H -0.7969 -1.0077 -3.1406  0.413
16 H -2.7391 2.1150 -0.2168  0.435
17 H -0.4532 2.9653 -1.8980  0.318
18 C -1.7210 -0.6524 -2.6706  -1.158
19 H -3.5891 1.6058 -1.7146  0.464
20 H -2.1347 -1.4667 -2.0605  0.407
21 H -3.3756 0.4524 -0.3597  0.311
22 P 1.6893 -0.7090 1.1745  1.185
23 C 1.2800 -0.7661 2.9483  -1.259
24 C 1.9984 -2.4451 0.7329  -1.117
25 H 3.4843 0.3483 -0.0345  0.327
26 H 4.0313 -0.2077 1.5834  0.435
27 H 3.0285 1.2655 1.4118  0.381
28 C 3.2130 0.2570 1.0235  -0.980
29 H 2.2785 -2.4945 -0.3252  0.407
30 H 2.8043 -2.8693 1.3459  0.447
31 H 2.1255 -1.1626 3.5192  0.453
32 H 0.4016 -1.4036 3.1063  0.264
33 H 1.0830 -3.0317 0.8754  0.361
34 H 1.0453 0.2490 3.2848  0.440
35 C -1.2110 0.8568 1.7679  0.095
36 O -1.9550 1.0240 2.6280  -0.084
37 S -2.4766 -2.8978 1.9533  0.181
38 C -1.5903 -2.1433 0.8685  0.542
39 N -0.9263 -1.6514 -0.0116  -0.489

(6)
A structure of composition C10H21ClNO2P2SeTi. Source: the Open Molecules 2025 dataset; level of theory: ωB97M-V/def2-TZVPD.

Computed properties:
Total charge: +3
Kohn-Sham gap (alpha / beta): 3.762 / 3.792 eV
HOMO (alpha / beta): -18.22 / -18.22 eV
E_tot: -4991.4389 Eh
Spin multiplicity: 1
M: 411.5 g/mol

Last column: Mulliken charge in e.
Element x y z (Å)
1 C 5.9029 -0.7142 -2.9009  -1.020
2 C 4.8187 -0.4690 -1.8923  0.711
3 H 5.9144 -1.7717 -3.1707  0.303
4 H 6.8653 -0.4129 -2.4775  0.347
5 H 5.7231 -0.0925 -3.7827  0.349
6 O 4.0579 -1.2506 -1.4204  -0.440
7 Cl 4.7569 1.2950 -1.4022  -0.213
8 Ti 0.0000 0.0000 0.0000  -0.136
9 P 1.1433 -0.2484 2.0008  1.174
10 C 0.6784 -1.6547 3.0793  -1.187
11 C 2.9522 -0.4504 1.7937  -1.138
12 H 3.4605 -0.4794 2.7636  0.440
13 H 1.6335 1.0768 4.0029  0.418
14 H 3.3208 0.3910 1.2013  0.369
15 H 1.3267 2.0866 2.5525  0.431
16 H 0.8194 -2.5917 2.5338  0.419
17 H 3.1506 -1.3761 1.2471  0.413
18 C 1.0095 1.2023 3.1113  -1.200
19 H 1.2854 -1.6690 3.9906  0.421
20 H -0.0343 1.3328 3.4089  0.376
21 H -0.3782 -1.5715 3.3478  0.387
22 P -0.9726 0.4803 -2.0484  1.156
23 C -2.3110 -0.6240 -2.6366  -1.151
24 C -1.7274 2.1472 -2.1330  -1.187
25 H 1.0263 1.1783 -3.1917  0.452
26 H -0.2691 0.8008 -4.3737  0.409
27 H 0.6352 -0.5134 -3.5641  0.413
28 C 0.2159 0.4889 -3.4422  -1.179
29 H -0.9674 2.8777 -1.8442  0.430
30 H -2.0941 2.3644 -3.1422  0.424
31 H -2.6910 -0.2974 -3.6100  0.432
32 H -3.1272 -0.6233 -1.9090  0.368
33 H -2.5552 2.2041 -1.4212  0.355
34 H -1.9283 -1.6448 -2.7195  0.414
35 C -1.0482 -1.4611 0.2853  0.486
36 O -1.7221 -2.4002 0.4690  -0.236
37 Se -4.6248 0.2844 2.0577  0.435
38 C -3.0246 0.1860 1.3457  0.238
39 N -1.8244 0.1122 0.8117  -0.483

(7)
A structure of composition C10H21CoINO3P2. Source: the Open Molecules 2025 dataset; level of theory: ωB97M-V/def2-TZVPD.

Computed properties:
Total charge: +2
Kohn-Sham gap (alpha / beta): 8.380 / 6.358 eV
HOMO (alpha / beta): -14.92 / -16.71 eV
E_tot: -3036.6384 Eh
Spin multiplicity: 5
M: 451.1 g/mol
Energy relative to the best compared isomer or geometry (same formula, charge and spin): 0.000 eV

Last column: Mulliken charge in e.
Element x y z (Å)
1 C 0.0003 -0.0042 -5.3129  -0.957
2 C 0.0039 0.3952 -3.8458  0.599
3 H 0.0057 0.9399 -5.9148  0.343
4 H -0.9404 -0.5651 -5.5143  0.352
5 H 0.9319 -0.5807 -5.5140  0.352
6 O 0.0136 1.4864 -3.3080  -0.369
7 I -0.0132 -1.4115 -2.4066  -0.057
8 Co 0.0002 0.0967 0.1515  0.087
9 P 2.3301 -0.1189 0.7352  0.788
10 C 3.1418 1.0292 1.8794  -1.157
11 C 2.4557 -1.7527 1.4633  -1.078
12 H 3.5046 -2.0758 1.4653  0.420
13 H 4.1699 0.1653 -0.7917  0.458
14 H 1.8191 -2.4553 0.9162  0.311
15 H 2.7266 -0.7409 -1.5291  0.250
16 H 2.9053 0.8067 2.9301  0.349
17 H 2.0629 -1.6976 2.4850  0.356
18 C 3.0655 0.0987 -0.8962  -0.976
19 H 4.2280 0.9409 1.7072  0.451
20 H 2.6426 1.0323 -1.3011  0.342
21 H 2.8252 2.0581 1.6693  0.363
22 P -2.3317 -0.0753 0.7382  0.788
23 C -3.1211 1.0892 1.8807  -1.156
24 C -3.0641 0.1524 -0.8936  -0.976
25 H -1.8653 -2.4211 0.9233  0.311
26 H -3.5430 -2.0082 1.4724  0.420
27 H -2.0939 -1.6551 2.4906  0.356
28 C -2.4881 -1.7053 1.4691  -1.078
29 H -2.7415 -0.6950 -1.5251  0.250
30 H -4.1672 0.2397 -0.7879  0.458
31 H -4.2087 1.0217 1.7091  0.451
32 H -2.7849 2.1115 1.6696  0.364
33 H -2.6240 1.0772 -1.3009  0.341
34 H -2.8885 0.8631 2.9314  0.349
35 C 0.0160 1.8752 0.0028  0.367
36 O 0.0263 3.0375 0.2285  -0.289
37 O 0.0015 -0.0301 4.5149  -0.448
38 C -0.0001 -0.1943 3.3107  0.899
39 N -0.0012 -0.3298 2.0981  -0.636

(8)
A structure of composition C10H21EuN3P. Source: the Open Molecules 2025 dataset; level of theory: ωB97M-V/def2-TZVPD.

Computed properties:
Kohn-Sham gap (alpha / beta): 4.389 / 5.607 eV
HOMO (alpha / beta): -4.27 / -5.82 eV
E_tot: -1609.2722 Eh
Spin multiplicity: 7
M: 366.2 g/mol
Energy relative to the best compared isomer or geometry (same formula, charge and spin): 2.150 eV

Last column: Mulliken charge in e.
Element x y z (Å)
1 C -0.8416 -0.4192 -4.1507  -0.455
2 C -1.5685 0.8171 -4.3550  -0.605
3 C -0.6826 1.9146 -4.1500  -0.407
4 C 0.6313 1.3821 -3.9951  -0.696
5 C 0.5399 -0.0707 -3.9393  -0.613
6 Eu 0.0600 -1.6529 -1.0555  0.431
7 P -0.4153 -4.4953 -1.5660  -0.226
8 H -1.2035 -1.4709 -4.2030  0.399
9 H -2.6354 0.9106 -4.6168  0.365
10 H -0.9546 2.9809 -4.0773  0.379
11 H 1.3548 -0.8190 -3.8668  0.459
12 H 1.5585 1.9591 -3.8996  0.357
13 H 0.6560 -5.1465 -2.2522  0.102
14 H -1.3852 -5.1090 -2.4059  0.094
15 H -0.5101 -5.4914 -0.5339  0.110
16 C 0.3811 3.0231 1.2025  -1.054
17 N 0.3412 1.8676 2.0917  0.067
18 C 0.3878 2.2139 3.4881  -1.187
19 C 0.1637 0.6030 1.6412  0.745
20 N -0.0375 0.3655 0.3359  -0.630
21 N 0.1885 -0.5009 2.4393  0.098
22 C 0.4136 -0.6245 3.8656  -1.117
23 C -0.0161 -1.8179 1.8025  -0.500
24 H 0.4102 3.9303 1.8160  0.277
25 H -0.5056 3.0608 0.5580  0.418
26 H 1.2556 3.0174 0.5410  0.356
27 H -0.4000 1.7104 4.0470  0.450
28 H 1.3480 1.9799 3.9425  0.308
29 H 0.2380 3.2895 3.5823  0.335
30 H -0.0939 1.2284 -0.1934  0.064
31 H -0.5278 -0.7409 4.4409  0.318
32 H 1.0136 -1.5312 4.0313  0.416
33 H 0.9846 0.1888 4.3190  0.352
34 H -1.0155 -1.9160 1.3307  0.209
35 H 0.8518 -2.1048 1.1565  -0.033
36 H 0.0148 -2.5319 2.6285  0.412

M of number 6 (C10H21ClNO2P2SeTi)?
411.5 g/mol